No. 1
Here is a cluster of 2 separate species, C31H32BF9O2 in total at a distorted geometry from the OMol25 dataset. Energies are from ωB97M-V with the def2-TZVPD basis set.

Geometry as XYZ:
```
75
Properties=species:S:1:pos:R:3
C 2.271 2.146 4.441
C 2.913 2.533 3.088
C 1.839 2.936 2.066
C 4.102 3.462 3.229
C 5.326 2.765 2.594
C 6.171 2.027 3.426
C 7.159 1.200 2.900
C 7.282 1.105 1.518
C 8.378 0.270 0.915
F 7.937 -0.459 -0.161
F 8.918 -0.621 1.796
F 9.404 1.061 0.460
C 6.432 1.799 0.666
C 5.450 2.631 1.213
C 3.827 4.901 2.790
C 4.546 5.603 1.825
C 4.062 6.817 1.323
C 2.889 7.347 1.856
C 2.330 8.641 1.336
F 1.288 9.101 2.095
F 3.289 9.622 1.334
F 1.865 8.539 0.049
C 2.231 6.728 2.912
C 2.758 5.550 3.418
H 2.979 1.580 5.060
H 1.925 3.015 5.019
H 1.409 1.486 4.266
H 3.296 1.572 2.696
H 2.266 3.040 1.058
H 1.076 2.144 2.032
H 1.339 3.878 2.324
H 4.326 3.531 4.307
H 6.039 2.105 4.506
H 7.811 0.641 3.559
H 6.526 1.699 -0.419
H 4.772 3.157 0.541
H 5.483 5.207 1.437
H 4.576 7.324 0.509
H 1.315 7.143 3.321
H 2.282 5.105 4.295
C 3.614 -1.560 -1.189
C 2.771 -2.366 -0.217
C 2.340 -3.657 -0.920
O 1.589 -1.589 0.078
B 1.276 -1.879 1.398
C -0.144 -1.608 1.959
C -0.581 -2.196 3.161
C -1.937 -2.216 3.485
C -2.845 -1.632 2.609
C -4.311 -1.959 2.755
F -5.094 -1.295 1.859
F -4.544 -3.298 2.559
F -4.779 -1.659 4.006
C -2.410 -0.828 1.564
C -1.054 -0.820 1.240
O 2.275 -2.486 2.137
C 3.403 -2.617 1.236
C 4.012 -3.990 1.464
C 4.437 -1.552 1.617
H 4.436 -2.181 -1.567
H 2.997 -1.249 -2.040
H 4.032 -0.659 -0.729
H 3.218 -4.210 -1.285
H 1.763 -4.327 -0.268
H 1.723 -3.420 -1.795
H 0.124 -2.687 3.825
H -2.293 -2.709 4.389
H -3.127 -0.248 0.986
H -0.724 -0.233 0.386
H 4.832 -4.179 0.757
H 4.432 -4.026 2.477
H 3.269 -4.789 1.364
H 5.367 -1.696 1.042
H 4.057 -0.535 1.439
H 4.676 -1.644 2.686
```

Computed properties:
SMILES	CC(C)C(c1ccc(C(F)(F)F)cc1)c1ccc(C(F)(F)F)cc1.CC1(C)OB(c2ccc(C(F)(F)F)cc2)OC1(C)C
energy relative to the best compared isomer or geometry (same formula, charge and spin)	0.0	kJ/mol
gap between HOMO and LUMO	10.039	eV
DFT total energy	-61900.231	eV
HOMO level	-9.76	eV
charge	0



No. 2
Here is a cluster of 2 separate species, C2H3OPS in total at a distorted geometry from the OMol25 dataset. Energies are from ωB97M-V with the def2-TZVPD basis set.

Geometry as XYZ:
```
8
Properties=species:S:1:pos:R:3
C -0.587 -1.378 -0.198
C -1.598 -0.599 -0.030
S -2.763 0.439 -0.001
H 0.322 -0.960 -0.596
H -0.698 -2.392 0.097
O 1.785 1.737 -0.935
P 2.207 1.186 0.322
H 1.333 1.969 1.341
```

Computed properties:
SMILES	C=C=S.O=P
energy relative to the best compared isomer or geometry (same formula, charge and spin)	186.0	kJ/mol
gap between HOMO and LUMO	7.746	eV
DFT total energy	-24291.408	eV
HOMO level	-8.81	eV
charge	0



No. 3
Here is a structure of composition C39H43AlClP2Si2 at a distorted geometry from the OMol25 dataset. Energies are from ωB97M-V with the def2-TZVPD basis set.

Geometry as XYZ:
```
88
Properties=species:S:1:pos:R:3
C 2.932 -2.783 1.199
C 3.083 -1.567 0.449
C 2.675 -0.477 1.283
H 3.535 -1.472 -0.532
C 2.284 -1.014 2.550
C 2.468 -2.433 2.512
H 2.397 -3.100 3.365
H 3.249 -3.772 0.875
H 2.762 0.579 1.050
H 2.012 -0.425 3.421
Al 1.039 -1.874 1.042
Si -1.069 0.696 -0.152
C -0.302 0.415 -1.835
C -1.102 0.456 -2.971
H -2.185 0.556 -2.854
C -0.548 0.520 -4.236
H -1.195 0.601 -5.103
C 0.841 0.528 -4.386
H 1.287 0.517 -5.383
C 1.656 0.491 -3.252
H 2.742 0.529 -3.338
C 1.089 0.446 -1.973
H 1.721 0.549 -1.091
C 0.027 1.718 0.977
C 1.048 2.734 0.531
H 1.556 2.681 -0.444
C 1.841 3.334 1.596
H 2.672 3.982 1.316
C 1.635 3.035 2.923
H 2.264 3.474 3.697
C 0.672 2.095 3.316
H 0.567 1.844 4.365
C -0.125 1.470 2.387
H -0.934 0.800 2.699
H 0.020 -0.530 0.473
Si -0.652 3.184 -0.125
C -1.302 4.537 0.978
C -1.059 5.862 0.576
H -1.038 6.108 -0.488
C -0.828 6.823 1.563
H -0.538 7.832 1.267
C -0.968 6.474 2.913
H -0.727 7.203 3.683
C -1.456 5.216 3.287
H -1.618 4.959 4.335
C -1.731 4.278 2.287
H -2.215 3.333 2.517
C -0.900 3.751 -1.958
C 0.234 4.170 -2.671
H 1.201 4.238 -2.165
C 0.147 4.533 -4.027
H 1.049 4.828 -4.575
C -1.096 4.511 -4.677
H -1.161 4.781 -5.731
C -2.257 4.159 -3.973
H -3.231 4.168 -4.477
C -2.142 3.808 -2.621
H -3.051 3.571 -2.076
H -2.109 1.601 -0.607
Cl -2.658 -0.548 0.493
C -0.987 -2.884 -1.936
P 0.437 -3.275 -0.895
C 1.781 -3.557 -2.067
C 0.031 -4.936 -0.215
C 0.081 -6.088 -1.001
C -0.332 -7.313 -0.464
C -0.786 -7.391 0.855
C -0.828 -6.240 1.644
C -0.427 -5.016 1.120
P -0.625 -3.455 2.087
C -0.132 -3.962 3.765
C -2.431 -3.397 2.254
H -0.813 -1.950 -2.481
H -1.890 -2.772 -1.327
H -1.120 -3.703 -2.653
H 2.640 -4.018 -1.570
H 1.429 -4.221 -2.866
H 2.089 -2.600 -2.505
H 0.426 -6.029 -2.034
H -0.300 -8.203 -1.088
H -1.103 -8.347 1.271
H -1.182 -6.306 2.675
H 0.755 -4.605 3.742
H 0.094 -3.063 4.354
H -0.955 -4.508 4.244
H -2.713 -2.451 2.719
H -2.751 -4.226 2.892
H -2.896 -3.471 1.270
```

Computed properties:
energy relative to the best compared isomer or geometry (same formula, charge and spin)	325.9	kJ/mol
gap between HOMO and LUMO (spin up / spin down)	5.513 / 5.511	eV
DFT total energy	-94586.356	eV
HOMO level (spin up / spin down)	-7.88 / -7.88	eV
charge	+1



No. 4
Here is an isolated molecule of C4H7N3O at a distorted geometry from the OMol25 dataset. Energies are from ωB97M-V with the def2-TZVPD basis set.

Geometry as XYZ:
```
15
Properties=species:S:1:pos:R:3
C -0.834 -0.462 -2.132
C -0.754 0.334 -0.810
N -1.767 0.911 -0.350
O -1.535 1.220 0.935
C -0.374 0.572 1.413
C 0.338 0.338 0.160
N 1.451 -0.315 0.020
N 2.138 -0.531 1.149
H -1.828 0.142 -2.569
H -1.226 -1.686 -2.053
H -0.170 -0.322 -3.138
H 0.146 1.330 2.343
H -0.585 -0.684 1.770
H 3.085 -0.898 1.062
H 1.916 0.051 2.200
```

Computed properties:
SMILES	CC1=NOC/C1=N\N
energy relative to the best compared isomer or geometry (same formula, charge and spin)	665.4	kJ/mol
gap between HOMO and LUMO	8.857	eV
DFT total energy	-10772.851	eV
HOMO level	-8.38	eV
charge	0



Repeat the fourth record exactly.
Here is an isolated molecule of C4H7N3O at a distorted geometry from the OMol25 dataset. Energies are from ωB97M-V with the def2-TZVPD basis set.

Geometry as XYZ:
```
15
Properties=species:S:1:pos:R:3
C -0.834 -0.462 -2.132
C -0.754 0.334 -0.810
N -1.767 0.911 -0.350
O -1.535 1.220 0.935
C -0.374 0.572 1.413
C 0.338 0.338 0.160
N 1.451 -0.315 0.020
N 2.138 -0.531 1.149
H -1.828 0.142 -2.569
H -1.226 -1.686 -2.053
H -0.170 -0.322 -3.138
H 0.146 1.330 2.343
H -0.585 -0.684 1.770
H 3.085 -0.898 1.062
H 1.916 0.051 2.200
```

Computed properties:
SMILES	CC1=NOC/C1=N\N
energy relative to the best compared isomer or geometry (same formula, charge and spin)	665.4	kJ/mol
gap between HOMO and LUMO	8.857	eV
DFT total energy	-10772.851	eV
HOMO level	-8.38	eV
charge	0



Please write out number 3 again, unchanged.
Here is a structure of composition C39H43AlClP2Si2 at a distorted geometry from the OMol25 dataset. Energies are from ωB97M-V with the def2-TZVPD basis set.

Geometry as XYZ:
```
88
Properties=species:S:1:pos:R:3
C 2.932 -2.783 1.199
C 3.083 -1.567 0.449
C 2.675 -0.477 1.283
H 3.535 -1.472 -0.532
C 2.284 -1.014 2.550
C 2.468 -2.433 2.512
H 2.397 -3.100 3.365
H 3.249 -3.772 0.875
H 2.762 0.579 1.050
H 2.012 -0.425 3.421
Al 1.039 -1.874 1.042
Si -1.069 0.696 -0.152
C -0.302 0.415 -1.835
C -1.102 0.456 -2.971
H -2.185 0.556 -2.854
C -0.548 0.520 -4.236
H -1.195 0.601 -5.103
C 0.841 0.528 -4.386
H 1.287 0.517 -5.383
C 1.656 0.491 -3.252
H 2.742 0.529 -3.338
C 1.089 0.446 -1.973
H 1.721 0.549 -1.091
C 0.027 1.718 0.977
C 1.048 2.734 0.531
H 1.556 2.681 -0.444
C 1.841 3.334 1.596
H 2.672 3.982 1.316
C 1.635 3.035 2.923
H 2.264 3.474 3.697
C 0.672 2.095 3.316
H 0.567 1.844 4.365
C -0.125 1.470 2.387
H -0.934 0.800 2.699
H 0.020 -0.530 0.473
Si -0.652 3.184 -0.125
C -1.302 4.537 0.978
C -1.059 5.862 0.576
H -1.038 6.108 -0.488
C -0.828 6.823 1.563
H -0.538 7.832 1.267
C -0.968 6.474 2.913
H -0.727 7.203 3.683
C -1.456 5.216 3.287
H -1.618 4.959 4.335
C -1.731 4.278 2.287
H -2.215 3.333 2.517
C -0.900 3.751 -1.958
C 0.234 4.170 -2.671
H 1.201 4.238 -2.165
C 0.147 4.533 -4.027
H 1.049 4.828 -4.575
C -1.096 4.511 -4.677
H -1.161 4.781 -5.731
C -2.257 4.159 -3.973
H -3.231 4.168 -4.477
C -2.142 3.808 -2.621
H -3.051 3.571 -2.076
H -2.109 1.601 -0.607
Cl -2.658 -0.548 0.493
C -0.987 -2.884 -1.936
P 0.437 -3.275 -0.895
C 1.781 -3.557 -2.067
C 0.031 -4.936 -0.215
C 0.081 -6.088 -1.001
C -0.332 -7.313 -0.464
C -0.786 -7.391 0.855
C -0.828 -6.240 1.644
C -0.427 -5.016 1.120
P -0.625 -3.455 2.087
C -0.132 -3.962 3.765
C -2.431 -3.397 2.254
H -0.813 -1.950 -2.481
H -1.890 -2.772 -1.327
H -1.120 -3.703 -2.653
H 2.640 -4.018 -1.570
H 1.429 -4.221 -2.866
H 2.089 -2.600 -2.505
H 0.426 -6.029 -2.034
H -0.300 -8.203 -1.088
H -1.103 -8.347 1.271
H -1.182 -6.306 2.675
H 0.755 -4.605 3.742
H 0.094 -3.063 4.354
H -0.955 -4.508 4.244
H -2.713 -2.451 2.719
H -2.751 -4.226 2.892
H -2.896 -3.471 1.270
```

Computed properties:
energy relative to the best compared isomer or geometry (same formula, charge and spin)	325.9	kJ/mol
gap between HOMO and LUMO (spin up / spin down)	5.513 / 5.511	eV
DFT total energy	-94586.356	eV
HOMO level (spin up / spin down)	-7.88 / -7.88	eV
charge	+1



The lowest energy relative to the best compared isomer or geometry (same formula, charge and spin) belongs to which entry? C31H32BF9O2



Please write out number 4 again, unchanged.
Here is an isolated molecule of C4H7N3O at a distorted geometry from the OMol25 dataset. Energies are from ωB97M-V with the def2-TZVPD basis set.

Geometry as XYZ:
```
15
Properties=species:S:1:pos:R:3
C -0.834 -0.462 -2.132
C -0.754 0.334 -0.810
N -1.767 0.911 -0.350
O -1.535 1.220 0.935
C -0.374 0.572 1.413
C 0.338 0.338 0.160
N 1.451 -0.315 0.020
N 2.138 -0.531 1.149
H -1.828 0.142 -2.569
H -1.226 -1.686 -2.053
H -0.170 -0.322 -3.138
H 0.146 1.330 2.343
H -0.585 -0.684 1.770
H 3.085 -0.898 1.062
H 1.916 0.051 2.200
```

Computed properties:
SMILES	CC1=NOC/C1=N\N
energy relative to the best compared isomer or geometry (same formula, charge and spin)	665.4	kJ/mol
gap between HOMO and LUMO	8.857	eV
DFT total energy	-10772.851	eV
HOMO level	-8.38	eV
charge	0